Entry from the OMol25 dataset: a cluster of 16 separate species, C48H112N16O16 in total in a non-equilibrium geometry (ωB97M-V/def2-TZVPD).

## Properties
Highest occupied orbital energy   -8.34 eV
Frontier orbital gap   7.914 eV
Energy above the lowest of the compared OMol25 structures with the same formula, charge and spin   68.2 kcal/mol
Charge   0

Each line ends with the Löwdin charge.
Atoms and positions in Å:
O: 5.962 -4.454 2.912  -0.0095
O: 1.731 2.108 1.470  -0.0097
O: -2.917 2.561 -5.026  0.0275
O: -4.223 -3.358 1.556  0.0333
O: -3.819 2.118 0.003  -0.0262
O: -0.888 -0.839 -1.661  0.0071
O: -0.497 4.936 -1.356  0.0274
O: 2.915 3.855 -5.841  0.0420
O: -0.319 1.957 6.388  -0.0334
O: 3.562 -0.869 -4.473  0.0002
O: -6.092 -1.454 -2.935  0.0412
O: -5.682 0.475 4.546  0.0021
O: -1.339 -6.121 -2.439  -0.0091
O: 0.990 -2.161 3.328  0.0218
O: 0.047 -3.323 -6.431  0.0327
O: 5.348 3.940 0.047  0.0228
N: 4.814 -2.595 2.396  0.0215
N: 1.719 5.758 -6.205  -0.0042
N: -2.212 0.458 -4.270  0.0401
N: -0.177 -4.045 -4.369  0.0281
N: -0.588 -5.858 -0.346  0.0148
N: -2.552 3.495 1.232  0.0434
N: -4.494 -0.590 -1.681  0.0387
N: -3.349 -4.338 3.384  0.0164
N: 1.751 -3.500 4.989  0.0094
N: -0.526 -0.106 7.421  0.0050
N: 3.224 3.424 2.502  0.0283
N: -5.028 -0.852 2.849  0.0117
N: 5.946 1.886 0.797  0.0185
N: 1.065 6.232 -2.350  0.0240
N: 2.580 0.827 -5.556  0.0268
N: 0.588 0.660 -0.910  0.0429
C: -0.527 0.672 6.363  -0.4762
C: 4.623 1.230 -4.254  0.0050
C: -4.216 -4.230 2.396  -0.5772
C: 5.167 -3.067 4.779  0.0034
C: -6.026 0.933 -2.818  0.0128
C: -5.566 -0.485 -2.451  -0.5925
C: -0.234 -0.868 0.716  0.0083
C: -0.968 -6.614 -1.341  -0.5248
C: 4.189 -1.310 2.617  -0.0643
C: 2.162 2.550 2.519  -0.4980
C: -2.461 2.292 -2.742  -0.0161
C: 1.452 -3.245 3.695  -0.5719
C: 6.055 3.214 0.746  -0.5789
C: 0.187 6.866 -3.306  -0.0602
C: 1.670 -4.298 2.731  0.0001
C: 1.668 -2.614 6.140  -0.0559
C: 3.530 0.332 -4.790  -0.5680
C: -0.946 -8.130 -1.198  0.0022
C: -0.441 -5.576 -6.214  0.0052
C: -0.931 -0.026 5.049  0.0026
C: 0.881 1.311 -2.164  -0.0436
C: 5.319 -3.432 3.273  -0.5218
C: 2.759 6.618 -6.594  -0.0827
C: 0.625 3.769 -5.611  0.0028
C: 1.870 4.470 -5.896  -0.5724
C: -0.206 -0.401 -0.729  -0.5146
C: -2.520 -0.283 -5.491  -0.0635
C: 1.443 2.181 3.817  0.0103
C: 4.999 1.158 -0.047  -0.0424
C: -4.705 4.342 0.372  0.0197
C: 7.217 3.773 1.531  -0.0054
C: -0.199 0.322 8.792  -0.0510
C: -5.137 -5.438 2.304  0.0105
C: -6.474 -1.759 4.650  0.0009
C: -0.178 -4.217 -5.650  -0.6322
C: 0.105 -2.792 -3.791  -0.0690
C: -4.151 0.044 2.226  -0.0871
C: 3.728 4.325 3.553  -0.0565
C: -2.555 1.772 -4.164  -0.5409
C: 1.792 4.688 -0.639  0.0156
C: 1.435 0.063 -6.035  -0.0534
C: -0.487 -4.408 -0.310  -0.0432
C: 0.670 5.256 -1.568  -0.5433
C: -4.054 -1.860 -1.023  -0.0455
C: -2.249 -3.435 3.553  -0.0493
C: -5.703 -0.636 3.995  -0.5355
C: -3.674 3.232 0.535  -0.5066
C: -1.422 2.599 1.257  -0.0656
H: 1.049 1.097 -0.125  0.0797
H: -0.280 4.376 -5.610  0.0802
H: -6.034 -5.321 1.695  0.0916
H: 4.223 5.181 3.096  0.0860
H: 3.990 1.447 0.249  0.0678
H: 1.412 1.092 3.844  0.0741
H: 1.543 4.660 0.422  0.0704
H: 1.854 1.795 -2.081  0.0723
H: -0.296 -0.077 1.463  0.0669
H: 2.007 -3.291 6.924  0.0930
H: 4.843 -0.483 2.339  0.0630
H: -0.445 2.999 0.986  0.0634
H: -6.163 -2.743 4.298  0.0566
H: 0.439 -5.812 -6.813  0.0886
H: -2.344 1.483 -2.021  0.0492
H: 2.036 6.508 -2.330  0.1408
H: 2.812 7.501 -5.958  0.0822
H: -1.691 3.049 -2.593  0.0559
H: 2.357 -3.901 1.984  0.0884
H: 5.107 0.077 0.040  0.0814
H: -3.564 -0.346 -5.798  0.0838
H: -4.838 0.487 1.504  0.0887
H: -0.279 7.793 -2.972  0.0898
H: -3.279 -0.344 1.699  0.0706
H: 4.373 1.434 -3.213  0.0533
H: 2.247 -5.151 3.090  0.0925
H: 3.636 3.672 1.613  0.0872
H: 2.302 -1.729 6.079  0.0906
H: -7.020 0.992 -2.377  0.0787
H: -0.547 -0.409 9.522  0.0814
H: 2.857 4.590 4.153  0.0839
H: -5.091 -1.778 2.450  0.0942
H: -1.988 -0.290 5.090  0.0849
H: -4.812 4.458 -0.707  0.0833
H: -1.070 -1.549 0.873  0.0585
H: -1.600 1.733 0.619  0.0717
H: -3.362 -1.553 -0.239  0.0473
H: -4.990 -2.281 -0.657  0.0771
H: 0.200 2.130 -2.395  0.0586
H: -0.718 -8.593 -2.158  0.0863
H: 0.625 -2.362 6.333  0.0573
H: -3.457 -5.150 3.975  0.1424
H: -2.255 -2.604 2.848  0.0844
H: 4.481 3.774 4.118  0.0773
H: -4.588 -6.332 2.010  0.0840
H: 6.594 1.370 1.375  0.1334
H: -1.013 -4.034 0.569  0.0693
H: -6.402 -1.775 5.737  0.0822
H: -0.485 -4.802 -3.775  0.0954
H: 7.341 3.251 2.479  0.0737
H: -0.708 0.548 4.149  0.0536
H: 0.858 0.525 8.970  0.0819
H: 8.174 3.772 1.010  0.0880
H: 0.749 7.075 -4.216  0.0547
H: 0.929 -2.246 -4.250  0.0779
H: -0.869 -6.305 -5.526  0.0727
H: -6.143 1.151 -3.880  0.0807
H: -1.253 -5.342 -6.902  0.0837
H: -0.557 6.167 -3.689  0.0870
H: -1.085 -3.991 -1.120  0.0866
H: 4.905 -2.857 1.424  0.1527
H: -5.440 -5.606 3.338  0.0728
H: 0.418 2.549 3.850  0.0769
H: -1.247 2.155 2.237  0.0641
H: -0.480 -1.008 4.904  0.0327
H: 5.842 -2.299 5.156  0.0836
H: 0.680 -1.442 0.870  0.0684
H: -2.076 0.181 -6.372  0.0768
H: 0.582 -4.198 -0.285  0.0920
H: -4.323 5.283 0.768  0.0727
H: 5.113 1.492 -1.078  0.0737
H: 2.026 2.485 4.687  0.0741
H: -2.096 -1.283 -5.396  0.0689
H: 7.007 4.795 1.847  0.0802
H: 5.388 -3.937 5.397  0.0808
H: -1.919 -8.453 -0.830  0.0827
H: 2.741 1.699 -6.039  0.1006
H: -7.521 -1.600 4.395  0.0857
H: -3.552 -2.566 -1.685  0.0797
H: 2.536 6.866 -7.632  0.0910
H: 2.788 5.084 -0.836  0.0664
H: 0.824 -4.697 2.172  0.0653
H: -5.394 1.729 -2.424  0.0494
H: 3.914 -1.014 3.629  0.0851
H: 3.762 6.190 -6.588  0.0921
H: 4.646 2.212 -4.728  0.0627
H: -2.082 -3.215 4.608  0.0858
H: -5.671 4.077 0.802  0.0868
H: -2.508 4.325 1.805  0.1395
H: -3.940 0.211 -1.414  0.0816
H: -0.258 -6.322 0.489  0.1309
H: 1.997 -4.438 5.268  0.1341
H: 1.737 -0.922 -6.389  0.0821
H: 3.338 -1.319 1.936  0.0852
H: -0.845 -1.061 7.346  0.1252
H: -0.785 -2.164 -3.760  0.0670
H: 4.153 -2.753 5.025  0.0291
H: -0.701 1.260 9.029  0.0844
H: -3.340 2.851 -2.421  0.0686
H: -0.237 -8.536 -0.477  0.0706
H: -1.362 -3.999 3.265  0.0652
H: 1.906 3.644 -0.929  0.0504
H: 0.965 0.531 -6.900  0.0850
H: 0.919 0.599 -2.988  0.0810
H: 5.608 0.765 -4.271  0.0840
H: 0.513 -3.089 -2.824  0.0785
H: 0.804 6.184 -6.164  0.1318
H: -2.148 -0.132 -3.453  0.0860
H: -3.809 0.856 2.867  0.0884
H: 0.726 -0.080 -5.219  0.0620
H: 0.329 3.001 -6.325  0.0922
H: 0.695 3.274 -4.642  0.0887



Entry from the OMol25 dataset: the molecule C2H5Cl2OP in a non-equilibrium geometry (ωB97M-V/def2-TZVPD).

## Properties
Highest occupied orbital energy   -10.40 eV
Frontier orbital gap   10.818 eV
Energy above the lowest of the compared OMol25 structures with the same formula, charge and spin   12.9 kcal/mol
Charge   0

Each line ends with the Löwdin charge.
Atoms and positions in Å:
Cl: -2.094 1.353 -0.413  0.2856
Cl: 1.727 0.042 2.026  0.5501
P: -0.117 0.618 -0.223  0.2215
O: 0.959 1.559 -0.612  -0.3938
C: 0.017 0.182 1.482  -0.7320
C: 0.138 -0.782 -1.296  -0.1855
H: -0.650 0.964 1.956  0.0649
H: -0.417 -0.819 1.590  0.0496
H: 0.760 -0.443 -2.159  0.0864
H: 0.536 -1.606 -0.804  0.0283
H: -0.859 -1.067 -1.547  0.0249



Entry from the OMol25 dataset: a structure of composition C15H33BBr2InNO6PS in a non-equilibrium geometry (ωB97M-V/def2-TZVPD).

## Properties
Highest occupied orbital energy   -16.15 eV
Frontier orbital gap   1.740 eV
Charge   +3

Each line ends with the Löwdin charge.
Atoms and positions in Å:
In: 2.329 -1.803 5.870  1.3178
Br: -0.734 4.080 0.696  0.8848
Br: 2.319 3.200 -1.520  0.8984
S: 3.547 -1.682 -1.031  1.1221
P: 1.868 0.859 3.637  0.7385
O: 1.717 1.582 5.253  -0.2485
O: 0.913 0.883 -0.352  -0.1641
O: 3.412 0.904 3.295  -0.3538
O: -5.886 1.119 -0.155  -0.1592
O: 1.222 -0.772 3.813  -0.3681
O: 0.026 -1.536 0.640  0.0104
N: 1.129 4.060 0.871  -0.4604
C: 3.716 -1.286 0.783  -0.4324
C: -6.833 0.117 0.392  -0.0762
C: 1.068 -0.083 -1.412  -0.3471
C: 2.551 -0.411 -1.981  -0.3417
C: 1.670 2.699 1.280  -0.4041
C: 0.451 -2.893 -3.222  -0.1227
C: -1.443 0.157 -2.577  -0.1656
C: -2.167 0.879 -1.256  -0.1889
C: 0.161 0.449 -2.697  -0.1027
C: 0.784 1.912 2.406  -0.1948
C: 0.346 -2.941 -1.597  -0.1603
C: -4.758 0.379 -0.806  -0.1673
C: -3.690 1.411 -1.563  -0.1236
C: 3.452 -2.722 1.600  -0.1318
C: 2.000 1.785 -0.084  -0.5303
B: 0.482 -1.531 -0.796  -0.3661
H: -7.971 0.371 0.143  0.1427
H: 1.586 -2.848 -3.592  0.0972
H: -1.758 -0.975 -2.703  0.1254
H: -0.217 -2.096 -3.759  0.0740
H: 3.056 1.328 0.119  0.1187
H: -4.241 -0.229 0.074  0.1475
H: 4.270 -2.946 2.406  0.0995
H: -3.801 2.444 -0.978  0.1311
H: -1.944 0.711 -3.510  0.1444
H: -1.470 1.781 -0.979  0.0569
H: 0.266 1.623 -2.878  0.1206
H: -6.761 0.033 1.564  0.1268
H: 2.412 -2.632 2.178  0.0756
H: 4.803 -0.925 1.038  0.1331
H: -0.714 -3.404 -1.321  0.1405
H: -6.587 -0.973 -0.020  0.1148
H: 2.727 2.922 1.789  0.1704
H: 1.097 -0.916 4.817  -0.1799
H: -5.228 -0.341 -1.602  0.1512
H: 1.479 4.810 1.522  0.1143
H: 2.870 -0.555 1.200  0.0735
H: -2.129 0.045 -0.402  0.1151
H: -0.121 1.292 2.001  0.1128
H: 0.062 -3.951 -3.616  0.1174
H: -3.905 1.529 -2.716  0.1355
H: 3.259 0.502 -2.177  0.1125
H: 0.307 2.756 3.103  0.1169
H: 2.390 -0.896 -3.062  0.1278
H: 0.507 -0.036 -3.732  0.1392
H: 3.296 -3.607 0.822  0.0922
H: 2.166 2.499 5.248  0.1278
H: 1.145 -3.732 -1.198  0.1325
H: -0.502 -2.400 0.737  0.1296



Entry from the OMol25 dataset: a structure of composition C37H31Cl3N5O3ReSeSi in a non-equilibrium geometry (ωB97M-V/def2-TZVPD).

## Properties
2S+1   4
Highest occupied orbital energy (alpha / beta)   -4.95 / -5.17 eV
Frontier orbital gap (alpha / beta)   6.636 / 6.335 eV
⟨S²⟩   3.776
Energy above the lowest of the compared OMol25 structures with the same formula, charge and spin   1.0 kcal/mol
Charge   -1

Each line ends with the Löwdin spin population.
Atoms and positions in Å:
Re: 0.656 -0.104 0.431  2.3822
Se: 2.845 -1.512 0.309  0.0721
Cl: -0.748 -7.192 1.103  0.0049
Cl: 3.863 3.940 -2.343  -0.0006
Cl: 1.253 3.306 -3.340  0.0017
Si: 4.426 -0.275 1.466  0.0172
O: 1.384 1.450 -0.711  0.0703
O: 3.355 1.075 -1.865  0.0246
O: 0.088 -1.500 1.690  0.0922
N: -0.061 -1.298 -1.136  0.0220
N: 2.044 4.313 4.594  0.0105
N: 1.110 0.944 2.108  0.0137
N: -2.726 -1.118 -2.261  0.0016
N: 0.964 2.142 4.192  0.0440
C: -1.917 2.523 -1.449  -0.0037
C: -4.118 -2.560 1.772  0.0003
C: -0.063 -2.756 1.517  0.0097
C: -2.506 -0.596 2.878  0.0037
C: 2.420 1.781 -1.443  0.0113
C: -4.257 -0.300 -3.895  -0.0001
C: 4.371 1.611 1.208  0.0007
C: -3.044 -1.596 3.685  0.0004
C: -0.338 -0.725 -2.410  0.0053
C: -3.214 0.204 -4.629  0.0005
C: 4.344 -0.569 3.343  0.0049
C: -2.367 0.629 0.819  0.0668
C: -3.577 -1.575 0.979  0.0028
C: -3.941 -0.972 -2.722  0.0007
C: 6.145 -0.801 0.866  0.0011
C: -1.176 1.029 0.358  -0.0140
C: -0.603 3.469 0.342  -0.0041
C: 0.706 -0.277 -3.144  0.0025
C: -2.790 -0.553 1.560  0.0087
C: -0.332 -4.708 0.045  0.0012
C: 0.490 0.236 -4.470  -0.0003
C: -0.346 -2.521 -0.943  0.0345
C: -1.665 -0.593 -2.923  0.0008
C: -3.864 -2.526 3.160  0.0011
C: 1.016 1.496 3.117  0.0517
C: -1.984 3.759 -2.067  0.0009
C: -0.735 4.723 -0.248  0.0009
C: -1.515 4.903 -1.408  -0.0038
C: -0.176 -3.621 2.646  0.0106
C: -0.778 0.553 -4.902  0.0019
C: -0.190 -3.343 0.229  0.0161
C: 2.339 3.237 -1.930  -0.0009
C: 1.631 3.287 4.317  0.0063
C: -1.868 0.096 -4.122  0.0002
C: -1.189 2.318 -0.284  -0.0009
C: -0.451 -5.550 1.181  0.0162
C: -0.400 -4.962 2.477  0.0040
H: -1.833 0.075 3.349  0.0003
H: -3.679 -1.607 -0.111  0.0002
H: -4.237 -3.272 3.829  0.0001
H: 5.172 0.041 3.786  0.0008
H: -0.494 -5.646 3.317  -0.0001
H: 1.707 -0.194 -2.779  0.0000
H: -4.726 -1.457 -2.199  0.0000
H: -3.451 0.774 -5.486  0.0000
H: -3.233 1.253 0.576  0.0029
H: 3.384 -0.115 3.682  0.0001
H: -2.408 3.818 -3.087  0.0001
H: -4.824 -3.255 1.371  0.0000
H: 1.320 0.615 -5.114  0.0000
H: -0.100 3.351 1.312  -0.0002
H: -5.275 -0.167 -4.175  0.0000
H: 6.834 -0.267 1.563  0.0002
H: -0.571 -3.110 -1.837  0.0003
H: -0.465 -5.150 -0.927  -0.0004
H: -0.932 1.159 -5.798  0.0001
H: 6.263 -1.810 0.947  0.0000
H: 5.146 1.693 0.336  0.0000
H: 6.355 -0.484 -0.188  0.0001
H: 4.789 2.292 2.026  0.0001
H: -1.602 5.920 -1.889  -0.0002
H: -2.217 1.669 -2.087  0.0000
H: 3.404 2.034 0.825  0.0000
H: -2.670 -1.707 4.689  0.0000
H: -0.453 5.640 0.292  0.0001
H: -0.090 -3.181 3.626  0.0005
H: 4.533 -1.631 3.560  0.0002
H: 1.842 3.799 -1.153  0.0003



| no. | calculated total energy (eV) |
| --- | --- |
| 1 | -108199.8230 |
| 2 | -38537.3492 |
| 3 | -195885.1024 |
| 4 | -165390.1355 |